1.
# CH16O9

8 unconnected molecules or ions with the total composition CH16O9 in a non-equilibrium geometry (ωB97M-V/def2-TZVPD, the Open Molecules 2025 dataset).

```
26
Properties=species:S:1:pos:R:3:forces:R:3
O -0.187 0.551 -0.744 0.229 1.047 0.243
C 0.370 0.453 -1.837 -0.241 -0.706 -1.118
O 0.537 -0.709 -2.372 0.299 -0.873 0.123
H 0.733 1.291 -2.504 -0.447 -0.658 1.072
H 0.253 -1.519 -1.687 0.048 1.112 -0.340
H -3.196 -1.622 0.689 0.316 0.713 -0.369
H -2.614 -0.226 0.059 -0.576 -0.387 0.373
O -2.508 -1.205 0.142 -0.056 -0.446 0.109
H 1.620 -0.662 1.321 -0.472 -1.727 0.399
H 2.065 -2.138 1.791 -0.005 0.035 -0.060
O 1.299 -1.637 1.491 0.877 1.527 -0.063
H -1.077 -0.164 1.402 0.783 0.168 1.662
H -0.086 -0.633 2.500 0.228 -0.596 0.014
O -0.647 0.105 2.273 -1.589 0.313 -1.312
H 0.331 -2.201 0.183 0.767 0.018 0.476
H -1.068 -2.022 -0.333 -0.434 0.039 -0.218
O -0.204 -2.390 -0.595 -0.228 -0.304 -0.826
H 1.213 1.277 1.981 -1.306 0.842 2.591
H 0.848 0.960 0.563 0.354 0.004 0.394
O 1.610 1.012 1.201 1.140 -0.854 -2.953
H -2.302 1.687 1.183 -0.112 0.032 0.033
H -1.623 1.426 -0.155 0.284 0.183 -0.251
O -2.496 1.478 0.262 -0.224 0.125 0.187
H 2.252 1.920 -0.203 0.256 -0.231 1.782
H 2.661 3.252 -0.910 0.255 0.403 0.441
O 2.315 2.376 -1.017 -0.146 0.221 -2.388
```
Positions in Å, forces in eV/Å.

The gap between HOMO and LUMO is 11.334 eV. The value obtained for the energy above the lowest of the compared OMol25 structures with the same formula, charge and spin is 0.0 kcal/mol. The spin multiplicity is 1. The SMILES is O=CO.O.O.O.O.O.O.O.



2.
# CH17O8

8 unconnected molecules or ions with the total composition CH17O8 in a non-equilibrium geometry (ωB97M-V/def2-TZVPD, the Open Molecules 2025 dataset).

```
26
Properties=species:S:1:pos:R:3:forces:R:3
C 0.626 0.537 0.413 -0.605 0.891 -0.725
O -0.482 0.572 -0.472 1.715 -0.616 1.374
H 0.363 0.380 1.459 -0.267 0.102 -0.042
H 1.392 -0.204 0.186 -0.397 -0.778 -0.558
H 1.222 1.432 0.239 -0.226 0.493 0.356
O -1.293 -0.202 4.243 -0.115 -0.053 0.006
H -0.456 -0.382 4.671 0.207 -0.047 0.241
H -1.067 -0.057 3.325 -0.130 0.108 -0.221
O -0.891 -2.427 -1.458 0.625 -0.342 -0.152
H -0.753 -1.510 -1.221 0.008 -0.043 -0.201
H -1.724 -2.659 -1.048 -0.269 -0.038 0.194
O 4.183 1.063 0.567 0.056 -0.044 -0.083
H 3.822 0.518 1.265 0.062 -0.175 0.263
H 3.426 1.524 0.205 -0.027 0.271 -0.152
O 2.432 -1.496 -1.840 0.116 0.039 -0.011
H 2.104 -1.878 -1.026 -0.126 -0.401 0.081
H 2.201 -0.569 -1.782 0.053 0.251 -0.247
O -0.584 3.420 -1.450 0.249 0.271 0.139
H -1.534 3.484 -1.552 -0.238 0.057 -0.095
H -0.430 2.508 -1.206 -0.044 -0.306 -0.158
O -2.313 -0.054 -2.568 -0.083 0.021 -0.249
H -3.167 0.286 -2.302 -0.286 0.073 0.007
H -1.762 0.047 -1.791 -0.055 0.181 -0.068
O -2.130 -1.594 1.010 -0.323 0.040 0.184
H -1.718 -0.920 0.471 0.017 0.336 -0.123
H -1.466 -1.820 1.662 0.082 -0.289 0.240
```
Positions in Å, forces in eV/Å.

The gap between HOMO and LUMO (spin up / spin down) is 10.745 / 7.025 eV. The spin multiplicity is 2.



- Which formula does entry 2 have?
  CH17O8